Entry from the OMol25 dataset: a molecular structure, C54H42Cl2N7O4P2STl (wB97M-V/def2-TZVPD).

```
113
Properties=species:S:1:pos:R:3:forces:R:3:lowdin_charge:R:1
Tl 0.191464 0.068214 0.820256 -0.2 -0.1 0.3 0.864
Cl -4.020458 2.632557 6.170886 0.0 0.0 0.0 0.578
C -3.113940 1.456543 5.240457 0.0 0.0 0.0 -0.693
C -3.062524 1.595791 3.862234 0.0 0.1 0.0 -0.051
C -2.361990 0.687842 3.064598 0.0 0.0 -0.2 -0.213
N -2.248335 0.771465 1.676596 0.0 0.1 0.0 0.029
C -3.095833 1.471734 0.947205 -0.1 0.0 -0.1 -0.487
O -4.089487 2.162726 1.263753 0.0 0.0 0.0 -0.041
C -2.860243 1.341429 -0.571045 -0.4 0.2 0.3 -0.182
C -3.781618 2.104439 -1.460793 0.2 -0.1 -0.1 0.000
C -3.738008 1.953019 -2.785085 0.1 -0.1 0.2 -0.044
C -2.809289 0.954912 -3.409560 -0.2 0.2 -0.1 -0.174
C -1.797705 0.338688 -2.398567 0.1 0.2 -0.2 -0.276
N -1.933502 0.602070 -1.007748 0.0 -0.3 0.3 0.083
C -1.686595 -0.395395 3.693787 -0.1 -0.2 -0.1 -0.219
C -1.772307 -0.520881 5.080734 0.0 0.0 0.0 -0.056
C -2.472876 0.392963 5.849455 0.0 0.0 0.0 -0.691
Cl -2.546840 0.150489 7.583911 0.0 0.0 -0.1 0.579
N -0.901424 -1.237097 2.907702 0.1 0.1 0.1 0.030
C -0.712567 -2.496721 3.253849 -0.1 -0.1 -0.1 -0.509
O -1.298282 -3.198384 4.104750 0.1 0.0 0.1 -0.042
C 0.424452 -3.191828 2.501865 0.0 0.1 0.0 -0.183
C 0.944342 -4.371760 3.034896 0.0 -0.1 0.0 -0.017
C 2.034412 -4.962868 2.423811 0.0 0.0 0.0 -0.085
C 2.590017 -4.360378 1.300963 0.0 -0.1 0.0 -0.081
C 2.005287 -3.193896 0.839733 -0.1 0.0 0.0 -0.163
N 0.943441 -2.633853 1.411684 0.1 0.0 0.0 0.046
H -3.572971 2.417422 3.385852 0.0 0.0 0.0 0.090
H -4.438948 2.803616 -0.964884 0.0 0.0 0.0 0.100
H -4.353577 2.566959 -3.436936 -0.1 -0.1 0.0 0.097
H -2.328851 1.379446 -4.295674 0.1 0.0 0.0 0.138
H -0.753586 0.500275 -2.662850 0.2 0.0 -0.1 0.105
H -1.282328 -1.354514 5.560414 0.0 0.0 0.0 0.100
H 0.473464 -4.775268 3.919795 0.0 0.0 0.0 0.104
H 2.459110 -5.877417 2.822470 0.0 0.0 0.0 0.093
H 3.447961 -4.784017 0.793942 0.0 0.0 0.0 0.092
H 2.410098 -2.667052 -0.021764 0.0 0.0 0.0 0.091
N 1.509622 -1.578751 -3.072136 -0.4 -0.1 0.1 -0.430
P 0.170427 -2.223028 -2.202422 0.2 -0.1 -0.3 0.986
C -1.254792 -1.936258 -3.351637 0.4 -0.2 -0.1 -0.323
C -2.301431 -1.071289 -2.746947 -0.2 -0.2 0.1 -0.215
C -3.367043 -0.477865 -3.699427 -0.1 0.1 -0.3 -0.183
C -3.291854 -0.937229 -5.123700 0.2 -0.2 0.0 -0.060
C -2.341037 -1.774397 -5.552094 0.0 0.0 0.3 -0.088
C -1.285431 -2.272580 -4.641759 -0.2 0.0 -0.2 -0.099
C 0.431011 -4.024570 -2.420016 0.1 0.0 0.1 -0.370
C 1.690881 -4.550935 -2.687928 0.0 0.0 -0.1 -0.107
C 1.913500 -5.922637 -2.620918 0.0 0.0 0.0 -0.101
C 0.882147 -6.781151 -2.273445 0.0 0.0 0.0 -0.109
C -0.382578 -6.264809 -2.008715 0.0 0.0 0.0 -0.095
C -0.602684 -4.899766 -2.076708 0.0 0.0 -0.1 -0.097
P 2.193449 -0.150131 -2.407926 0.1 0.1 0.0 0.985
C 3.994016 -0.408310 -2.732118 0.0 0.0 -0.1 -0.340
C 4.871396 -0.272565 -1.662038 0.1 -0.2 0.3 -0.092
C 6.242526 -0.421063 -1.847089 0.0 0.0 -0.1 -0.082
C 6.744185 -0.711462 -3.105908 0.0 0.0 0.0 -0.111
C 5.872840 -0.858850 -4.182388 0.1 0.0 0.0 -0.108
C 4.509417 -0.706180 -3.993509 0.0 0.0 0.0 -0.102
C 1.896325 1.048174 -3.778882 0.0 -0.1 0.0 -0.358
C 2.418981 2.336671 -3.647653 -0.1 0.1 0.1 -0.093
C 2.179954 3.296053 -4.616421 0.0 0.0 0.0 -0.087
C 1.430983 2.983006 -5.746635 0.0 0.0 0.0 -0.108
C 0.918015 1.703949 -5.893935 0.0 0.0 0.0 -0.100
C 1.143897 0.745168 -4.909952 -0.1 0.1 0.0 -0.108
H 1.546849 -1.731756 -4.074414 0.1 -0.2 0.0 0.040
H -2.710381 -1.547537 -1.852594 0.0 0.0 0.0 0.153
H -4.389012 -0.597809 -3.333588 0.0 0.0 0.1 0.145
H -4.043155 -0.565863 -5.814997 0.0 0.0 0.0 0.100
H -2.315944 -2.088917 -6.589154 0.0 0.0 0.0 0.087
H -0.509743 -2.909675 -5.060615 0.0 0.0 0.0 0.099
H 2.502110 -3.877198 -2.938143 0.0 0.0 0.0 0.088
H 2.902288 -6.316602 -2.824498 0.0 0.0 0.0 0.095
H 1.062149 -7.846368 -2.196044 0.0 0.0 0.0 0.091
H -1.193179 -6.928305 -1.732510 0.0 0.0 0.0 0.097
H -1.587266 -4.503086 -1.851028 0.0 0.0 0.0 0.106
H 4.473144 -0.022516 -0.682980 0.1 -0.1 -0.2 0.080
H 6.916085 -0.299106 -1.007710 0.0 0.0 0.0 0.100
H 7.812333 -0.813009 -3.255365 0.0 0.0 0.0 0.090
H 6.261596 -1.073251 -5.170961 0.0 0.0 0.0 0.090
H 3.838890 -0.802678 -4.842307 0.0 0.0 0.0 0.097
H 2.974033 2.596864 -2.752305 0.0 0.0 0.0 0.104
H 2.562900 4.299820 -4.480944 0.0 0.0 0.0 0.099
H 1.235405 3.739590 -6.497138 0.0 0.0 0.0 0.091
H 0.338200 1.443803 -6.772234 0.0 0.0 0.0 0.094
H 0.702954 -0.238861 -5.028752 0.0 0.1 0.0 0.074
C 7.489425 6.124034 2.261787 0.0 -0.1 0.0 -0.070
C 6.450652 5.059006 2.009351 0.0 0.1 0.0 -0.296
C 5.563781 4.672825 3.014672 0.0 0.0 0.0 -0.054
C 4.583386 3.724864 2.777362 0.0 -0.1 0.0 -0.054
C 4.475913 3.135310 1.521008 -0.1 0.2 0.0 -0.255
C 5.367483 3.485385 0.522509 0.1 0.0 0.0 -0.056
C 6.346188 4.444040 0.769026 0.0 0.0 0.0 -0.058
S 3.102031 2.034920 1.172009 -0.1 0.0 0.4 0.473
O 3.165900 1.023737 2.205890 0.2 0.0 -0.1 -0.358
O 3.338214 1.576892 -0.185132 0.0 0.3 -0.1 -0.425
N 1.876349 2.968322 1.407613 -0.1 0.0 -0.2 -0.115
C 0.964200 3.386112 0.479533 0.0 0.0 0.1 -0.435
C 0.231828 4.557586 0.797246 0.0 0.0 0.0 -0.029
C -0.705722 5.035890 -0.081372 0.0 0.0 0.0 -0.097
C -0.941770 4.353448 -1.278166 0.1 0.0 0.0 -0.099
C -0.222880 3.193462 -1.484988 0.0 0.1 0.0 -0.179
N 0.693858 2.706752 -0.648079 0.2 0.1 -0.1 0.067
H 7.167387 6.805358 3.050584 0.0 0.0 0.0 0.068
H 7.675861 6.710609 1.360673 0.0 0.0 0.0 0.068
H 8.443305 5.687739 2.572717 0.0 0.0 0.0 0.073
H 5.639552 5.133351 3.994963 0.0 0.0 0.0 0.104
H 3.878626 3.439910 3.548871 0.0 0.0 0.0 0.116
H 5.280432 3.005717 -0.443719 0.0 0.0 0.0 0.102
H 7.033488 4.725181 -0.023559 0.0 0.0 0.0 0.103
H 0.430231 5.040815 1.744500 0.0 0.0 0.0 0.101
H -1.260834 5.936822 0.155838 0.0 0.0 0.0 0.094
H -1.668541 4.696393 -2.003067 0.0 0.0 0.0 0.086
H -0.394791 2.601415 -2.383876 0.0 0.1 0.0 0.092
```
Forces are in eV/Å.

Results
* relative energy (zero: lowest compared OMol25 entry of this formula, charge and spin): 267.6 kJ/mol
* energy: -4941.10154 hartree
* charge: -2